This record from the Open Molecules 2025 dataset describes 11 unconnected molecules or ions with the total composition C24H76N6O11. The level of theory is ωB97M-V with the def2-TZVPD basis set.

```
117
Properties=species:S:1:pos:R:3:mulliken_charge:R:1
C 31.30 10.41 23.85 -1.32
C 29.96 9.84 24.35 0.53
C 29.98 8.44 24.85 -0.74
O 30.57 7.46 23.98 -0.36
C 29.89 7.28 22.85 -0.61
N 29.67 10.69 25.52 -0.80
H 31.18 11.48 23.67 0.45
H 31.56 10.07 22.85 0.28
H 32.14 10.23 24.53 0.32
H 29.11 9.95 23.68 0.26
H 29.00 8.05 25.12 0.40
H 30.53 8.39 25.79 0.29
H 30.33 6.41 22.36 0.25
H 30.04 8.18 22.25 0.19
H 28.84 7.04 22.97 0.32
H 29.89 11.64 25.28 0.27
H 30.42 10.58 26.18 0.28
C 36.80 -0.65 14.24 -1.45
C 35.91 0.56 13.83 0.40
C 34.60 0.16 13.10 -0.50
O 35.09 -0.35 11.80 -0.30
C 34.08 -0.58 10.86 -0.75
N 35.47 1.19 15.07 -0.63
H 37.74 -0.42 14.75 0.37
H 37.11 -1.06 13.28 0.36
H 36.27 -1.45 14.75 0.31
H 36.66 1.08 13.24 0.25
H 34.08 1.09 12.88 0.35
H 33.96 -0.52 13.66 0.33
H 33.46 -1.45 11.08 0.30
H 34.55 -0.61 9.88 0.24
H 33.31 0.19 10.90 0.30
H 34.75 1.87 14.85 0.23
H 35.04 0.57 15.75 0.19
C 35.24 12.25 19.24 -1.42
C 36.28 11.68 18.31 0.66
C 37.61 12.42 18.25 -0.74
O 37.52 13.50 17.35 -0.34
C 38.37 14.62 17.70 -0.72
N 36.46 10.28 18.68 -0.64
H 35.05 13.31 19.09 0.37
H 35.54 12.15 20.29 0.32
H 34.26 11.85 18.97 0.36
H 35.98 11.76 17.27 0.21
H 38.22 11.72 17.68 0.23
H 38.15 12.60 19.18 0.41
H 39.40 14.33 17.90 0.31
H 37.95 15.06 18.60 0.31
H 38.41 15.26 16.81 0.23
H 36.91 9.91 17.86 0.22
H 35.57 9.80 18.62 0.24
C 31.78 0.34 19.27 -1.19
C 31.41 -1.11 18.88 0.42
C 32.47 -2.21 18.86 -0.66
O 31.96 -3.48 18.48 -0.32
C 32.97 -4.51 18.59 -0.74
N 30.19 -1.41 19.62 -0.70
H 31.71 0.54 20.34 0.31
H 31.06 1.01 18.79 0.33
H 32.75 0.66 18.90 0.32
H 31.07 -1.05 17.84 0.21
H 32.78 -2.20 19.90 0.28
H 33.33 -1.92 18.26 0.34
H 32.76 -5.48 18.14 0.29
H 33.21 -4.69 19.64 0.32
H 33.93 -4.29 18.12 0.29
H 29.82 -2.35 19.60 0.27
H 30.44 -1.36 20.60 0.26
C 41.52 4.59 15.14 -1.32
C 40.84 5.76 14.39 0.40
C 40.14 6.75 15.42 -0.60
O 39.03 6.27 16.15 -0.34
C 37.95 5.82 15.32 -0.69
N 41.89 6.36 13.61 -0.73
H 40.74 3.97 15.58 0.30
H 42.18 4.99 15.92 0.31
H 42.07 3.95 14.45 0.40
H 40.09 5.30 13.75 0.25
H 39.72 7.48 14.73 0.34
H 40.89 7.18 16.09 0.35
H 37.59 6.64 14.69 0.31
H 37.12 5.57 15.98 0.24
H 38.23 4.95 14.72 0.27
H 42.18 5.73 12.87 0.26
H 41.53 7.17 13.12 0.24
C 30.89 9.74 13.58 -1.28
C 29.94 10.90 13.63 0.42
C 29.34 11.21 12.25 -0.67
O 30.37 11.50 11.23 -0.36
C 31.19 12.62 11.58 -0.68
N 28.89 10.70 14.61 -0.71
H 31.21 9.46 14.58 0.41
H 31.82 10.05 13.10 0.27
H 30.31 8.86 13.29 0.34
H 30.46 11.78 14.00 0.28
H 28.72 12.11 12.22 0.36
H 28.81 10.34 11.86 0.32
H 31.81 12.85 10.72 0.27
H 31.91 12.33 12.34 0.24
H 30.68 13.55 11.84 0.30
H 28.38 9.86 14.36 0.27
H 29.27 10.43 15.50 0.24
O 32.21 4.20 15.07 -0.64
H 32.46 4.54 14.21 0.32
H 31.38 3.75 14.92 0.32
O 36.63 8.01 22.38 -0.65
H 36.45 8.49 21.57 0.32
H 36.13 7.20 22.30 0.32
O 30.34 9.14 18.58 -0.64
H 29.60 8.67 18.96 0.30
H 31.03 8.48 18.51 0.32
O 34.84 4.15 21.55 -0.63
H 34.86 3.99 22.49 0.31
H 35.62 3.71 21.21 0.32
O 32.97 6.22 18.49 -0.62
H 32.95 5.68 17.70 0.30
H 33.34 5.64 19.16 0.31
```

Its LUMO energy is -0.12 eV. Its charge is 0. The value obtained for the HOMO-LUMO gap is 9.26 eV. The energy is -57577.244 eV. As for the SMILES: COC[C@H](C)N.COC[C@H](C)N.COC[C@H](C)N.COC[C@H](C)N.COC[C@H](C)N.COC[C@H](C)N.O.O.O.O.O. The calculation puts the strongest force on any atom at 3.84 eV/A. The value obtained for the energy above the lowest of the compared OMol25 structures with the same formula, charge and spin is 440.18 kJ/mol.